Molecular formula: C27H47AlBCsF2KN5O18P
Method: DFT, ωB97M-V with the def2-TZVPD basis set

As for the spin multiplicity: 1. Its net charge is +3. The calculation puts the HOMO energy at -14.39 eV. The strongest force on any atom is 10.23 eV Å⁻¹.

Element x y z (Å)
C: -1.168 1.121 -1.065
C: -0.235 0.123 -1.096
N: 0.834 -0.972 -1.175
C: 0.385 -1.991 -0.136
C: 1.221 -2.240 1.130
C: 0.564 -3.300 2.008
C: -0.740 -3.936 1.575
N: -1.565 -3.706 0.446
C: -0.917 -2.726 -0.336
C: 0.883 -1.655 -2.529
C: 1.478 -0.737 -3.731
O: 2.008 0.562 -3.326
C: 2.845 0.449 -2.143
C: 3.180 1.980 -1.654
C: 1.885 2.907 -1.486
C: 2.252 4.455 -1.961
C: 1.141 5.104 -2.975
C: 1.165 4.478 -4.486
C: 2.586 4.585 -5.212
C: 2.636 3.942 -6.687
C: 1.242 3.384 -7.237
C: 0.264 4.546 -7.821
P: 4.529 -0.237 -2.783
O: 4.644 -1.747 -2.620
O: 4.538 0.060 -4.479
O: 5.789 0.620 -2.021
C: 2.230 -0.429 -0.935
H: -1.856 2.084 -0.932
H: 2.192 -1.744 1.429
H: 1.058 -3.611 2.984
H: -1.146 -4.751 2.278
H: -1.499 -2.451 -1.291
H: -0.128 -2.087 -2.882
H: 1.611 -2.540 -2.408
H: 2.239 -1.303 -4.368
H: 0.578 -0.515 -4.452
H: 3.721 1.933 -0.653
H: 3.908 2.426 -2.421
H: 0.979 2.592 -2.130
H: 1.607 2.965 -0.353
H: 2.265 5.139 -1.033
H: 3.283 4.527 -2.450
H: 0.048 4.946 -2.577
H: 1.300 6.238 -3.093
H: 0.739 3.389 -4.457
H: 0.414 5.081 -5.122
H: 3.360 4.023 -4.576
H: 2.903 5.674 -5.306
H: 3.364 3.051 -6.660
H: 3.104 4.688 -7.420
H: 0.692 2.687 -6.505
H: 1.497 2.732 -8.153
H: 0.792 5.559 -7.828
H: -0.724 4.570 -7.235
H: -0.005 4.305 -8.902
H: 4.422 1.022 -4.654
H: 5.938 1.437 -2.558
H: 3.003 -1.257 -0.717
H: 2.162 0.232 0.005
O: -5.767 -0.546 2.162
C: -4.950 -1.449 2.161
N: -3.839 -1.390 1.372
C: -5.081 -2.683 3.005
H: -3.141 -2.113 1.341
H: -3.720 -0.576 0.793
H: -6.004 -3.202 2.743
H: -5.111 -2.393 4.057
H: -4.243 -3.365 2.855
O: 2.844 -5.460 2.300
H: 3.011 -5.370 1.358
B: -6.019 -4.828 7.405
O: -6.193 -5.043 5.961
C: -4.973 -5.120 5.422
O: -4.755 -5.295 4.252
C: -3.967 -4.957 6.476
O: -2.767 -4.973 6.326
O: -4.573 -4.783 7.647
F: -6.607 -5.890 8.130
F: -6.635 -3.557 7.795
C: 1.240 10.126 -4.404
N: 1.851 8.774 -4.500
O: 1.956 8.283 -5.610
O: 2.206 8.250 -3.454
H: 0.976 10.464 -5.404
H: 0.352 10.042 -3.778
H: 1.978 10.789 -3.955
Cs: -0.989 3.614 -1.560
C: 2.333 -6.404 5.789
O: 3.507 -6.046 6.030
O: 1.991 -6.150 4.522
O: 1.491 -6.930 6.526
H: 2.879 -5.764 4.306
C: -1.875 -2.172 9.785
N: -3.084 -2.266 8.925
O: -3.033 -1.743 7.821
O: -4.039 -2.858 9.385
H: -1.106 -1.619 9.249
H: -2.161 -1.650 10.697
H: -1.544 -3.187 9.997
K: -0.922 0.021 -4.329
Al: -7.992 -2.849 6.809
O: -2.799 -8.008 7.190
H: -2.711 -7.075 6.954
H: -3.511 -8.326 6.622

=====

Molecular formula: C4H11NO
Method: DFT, ωB97M-V with the def2-TZVPD basis set

As for the spin multiplicity: 2. Its net charge is +1. The energy relative to the best compared isomer or geometry (same formula, charge and spin) comes out at 1.795 eV. The calculation puts the HOMO energy (spin up / spin down) at -15.13 / -15.10 eV. The strongest force on any atom is 2.28 eV Å⁻¹.

Element x y z (Å)
C: 0.028 1.664 -2.020
C: 1.038 0.533 -1.697
H: -0.595 1.951 -1.172
H: 0.505 2.564 -2.396
H: -0.632 1.403 -2.846
H: 0.495 -0.354 -2.039
H: 1.073 0.468 -0.629
H: 1.971 0.633 -2.235
C: -1.252 0.075 1.813
C: -0.281 -0.671 0.937
O: -0.711 -1.273 -0.072
N: 0.962 -0.711 1.324
H: -0.707 0.935 2.204
H: -1.634 -0.554 2.611
H: 1.641 -1.253 0.804
H: 1.170 -0.422 2.270
H: -2.095 0.501 1.293

=====

Molecular formula: C2H3NO2S
Method: DFT, ωB97M-V with the def2-TZVPD basis set

As for the spin multiplicity: 3. The energy relative to the best compared isomer or geometry (same formula, charge and spin) comes out at 4.134 eV. The calculation puts the HOMO energy (spin up / spin down) at -6.11 / -10.00 eV. The strongest force on any atom is 6.11 eV Å⁻¹.

Element x y z (Å)
C: 1.453 -0.251 0.066
C: 0.040 -0.178 0.420
N: 0.430 0.958 -0.436
O: 3.839 0.938 -0.152
O: 2.187 -1.050 -0.767
S: 3.191 -0.224 0.372
H: -0.633 -0.931 0.019
H: -0.214 0.118 1.432
H: 0.211 0.795 -1.415

=====

Molecular formula: C7H14N4S
Method: DFT, ωB97M-V with the def2-TZVPD basis set

As for the spin multiplicity: 1. Its net charge is +2. The energy relative to the best compared isomer or geometry (same formula, charge and spin) comes out at 0.238 eV. The calculation puts the HOMO energy at -15.99 eV. The strongest force on any atom is 3.95 eV Å⁻¹.

Element x y z (Å)
C: 1.301 3.148 0.041
C: 0.538 2.626 -0.982
C: 1.899 2.147 0.884
C: -0.150 1.435 -0.727
C: 1.473 0.821 0.948
C: 0.295 0.486 0.169
C: -1.565 -0.951 0.585
N: -2.116 -1.999 1.084
N: -0.298 -0.856 0.313
N: -3.548 -2.008 1.043
N: 1.797 -0.962 -1.817
S: 0.903 -2.193 0.582
H: 1.718 4.164 -0.038
H: 0.215 3.180 -1.818
H: 2.677 2.391 1.575
H: -1.001 1.060 -1.380
H: 1.985 0.061 1.554
H: -1.993 -0.011 0.336
H: 1.287 -1.770 -2.147
H: -3.859 -1.986 1.942
H: -3.874 -2.807 0.640
H: -3.963 -1.271 0.568
H: 2.381 -1.331 -1.100
H: 1.264 -0.009 -1.377
H: 2.087 -0.737 -2.752
H: 0.545 -2.629 1.873

=====

Molecular formula: C35H78N9O5
Method: DFT, ωB97M-V with the def2-TZVPD basis set

As for the spin multiplicity: 1. Its net charge is +5. The calculation puts the HOMO energy at -10.80 eV. The strongest force on any atom is 6.13 eV Å⁻¹.

Element x y z (Å)
C: -0.749 2.354 4.052
C: 0.207 3.500 4.048
N: 1.635 3.177 4.135
C: 2.349 2.533 5.121
C: 3.692 2.631 4.789
N: 3.779 3.375 3.656
C: 2.535 3.660 3.269
C: 5.018 3.878 3.121
H: -0.700 1.682 3.210
H: -1.754 2.794 4.089
H: -0.695 1.740 4.925
H: -0.031 4.128 4.913
H: 0.011 4.023 3.141
H: 1.845 2.011 5.954
H: 4.565 2.352 5.331
H: 2.303 4.316 2.465
H: 4.772 4.694 2.389
H: 5.669 3.073 2.765
H: 5.646 4.269 3.888
C: -1.186 10.358 -2.003
C: -0.027 9.698 -1.310
N: -0.196 8.300 -0.948
C: 0.488 7.222 -1.409
C: -0.074 6.137 -0.941
N: -1.209 6.500 -0.285
C: -1.268 7.843 -0.308
C: -2.232 5.684 0.254
H: -1.151 11.469 -2.031
H: -2.142 10.080 -1.567
H: -1.169 9.968 -3.027
H: 0.308 10.146 -0.297
H: 0.764 9.778 -2.042
H: 1.308 7.208 -2.112
H: 0.156 5.086 -1.143
H: -1.991 8.453 0.175
H: -3.095 5.530 -0.387
H: -2.385 5.991 1.238
H: -1.893 4.629 0.363
C: 1.621 -2.494 11.596
C: 2.009 -3.950 12.020
N: 1.654 -4.854 10.797
C: 0.440 -4.951 10.156
C: 0.569 -5.958 9.266
N: 1.882 -6.500 9.387
C: 2.490 -5.791 10.340
C: 2.569 -7.602 8.588
H: 0.575 -2.449 11.370
H: 2.256 -2.366 10.675
H: 1.835 -1.814 12.389
H: 1.386 -4.378 12.783
H: 3.023 -4.148 12.257
H: -0.440 -4.414 10.457
H: -0.141 -6.343 8.522
H: 3.446 -5.993 10.851
H: 2.428 -7.337 7.560
H: 2.038 -8.481 8.900
H: 3.601 -7.565 8.910
C: -2.830 -6.824 -10.798
N: -2.835 -5.350 -10.786
C: -1.504 -4.740 -11.012
C: -3.823 -4.972 -11.781
C: -3.276 -4.963 -9.396
C: -3.987 -3.600 -9.267
O: -3.058 -2.551 -9.511
H: -2.372 -7.221 -11.715
H: -3.860 -7.127 -10.595
H: -2.289 -7.096 -9.923
H: -0.840 -5.301 -10.348
H: -1.683 -3.697 -10.883
H: -1.204 -5.053 -12.017
H: -4.006 -3.866 -11.836
H: -4.790 -5.485 -11.623
H: -3.531 -5.275 -12.760
H: -2.440 -4.965 -8.714
H: -3.972 -5.733 -9.085
H: -4.432 -3.559 -8.215
H: -4.784 -3.675 -9.963
H: -3.571 -1.756 -9.333
C: 7.787 -0.057 -3.942
N: 6.726 0.881 -4.400
C: 7.159 2.275 -4.142
C: 6.452 0.564 -5.839
C: 5.583 0.521 -3.566
C: 4.312 1.296 -3.880
O: 4.294 2.481 -3.140
H: 8.750 0.148 -4.427
H: 7.525 -1.046 -4.304
H: 7.953 -0.099 -2.852
H: 7.625 2.642 -5.019
H: 7.932 2.224 -3.417
H: 6.360 2.935 -3.832
H: 5.490 1.043 -6.125
H: 6.437 -0.511 -5.967
H: 7.288 0.932 -6.384
H: 5.855 0.695 -2.515
H: 5.415 -0.537 -3.672
H: 3.478 0.669 -3.556
H: 4.044 1.459 -4.952
H: 3.344 2.716 -3.058
C: -6.757 -1.022 0.601
N: -6.777 -1.556 2.015
C: -6.838 -0.359 2.889
C: -7.999 -2.394 2.168
C: -5.543 -2.387 2.232
C: -4.368 -1.564 2.793
O: -4.095 -0.440 1.873
H: -5.901 -0.350 0.465
H: -7.701 -0.502 0.493
H: -6.723 -1.917 -0.056
H: -6.867 -0.699 3.887
H: -7.746 0.127 2.473
H: -5.997 0.312 2.692
H: -7.957 -2.765 3.155
H: -8.005 -3.169 1.450
H: -8.846 -1.759 1.997
H: -5.274 -2.964 1.322
H: -5.761 -3.245 2.873
H: -3.508 -2.235 2.862
H: -4.560 -1.145 3.779
H: -3.165 -0.321 1.919
C: 2.384 -2.228 2.437
C: -0.074 2.715 0.177
O: 0.961 2.812 -0.470
O: -1.070 2.421 0.843
H: 1.765 -2.977 2.080
H: 2.458 -2.129 3.502
H: 2.899 -1.565 1.792

=====

Molecular formula: C4H12AsTl
Method: DFT, ωB97M-V with the def2-TZVPD basis set

As for the spin multiplicity: 1. Its net charge is +2. The energy relative to the best compared isomer or geometry (same formula, charge and spin) comes out at 0.000 eV. The calculation puts the HOMO energy at -18.04 eV. The strongest force on any atom is 1.44 eV Å⁻¹.

Element x y z (Å)
Tl: 1.370 -0.025 0.229
C: -0.650 0.482 3.646
As: 0.896 -0.467 3.017
C: 2.395 0.101 4.076
C: 0.623 -2.341 3.349
H: -0.728 0.260 4.712
H: -1.547 0.141 3.132
H: -0.517 1.553 3.505
H: 2.110 -0.097 5.111
H: 2.581 1.164 3.944
H: 3.283 -0.474 3.824
H: 0.721 -2.473 4.428
H: 1.374 -2.944 2.843
H: -0.374 -2.632 3.025
C: 1.669 0.354 -2.017
H: 0.706 0.792 -2.255
H: 1.857 -0.645 -2.393
H: 2.516 1.032 -1.986